(A)
ORCA calculation (the ωB97M-V functional and the def2-TZVPD basis) on 3 unconnected molecules or ions with the total composition C4H14NO2S.

As for the spin multiplicity: 1. The frontier orbital gap comes out at 5.14 eV. The charge is -1.

Atoms and positions in Å:
H (-1.5128, 2.4929, -1.4392)
H (0.7838, -0.2317, -0.7515)
H (-0.4281, 1.4161, -0.7723)
H (-2.3744, 0.5263, -2.2726)
H (-0.7896, -2.4966, -1.7466)
O (1.6632, -0.4839, 7.0416)
C (-2.2783, 0.4225, -1.2153)
H (3.8256, 0.5713, -0.7849)
S (1.7080, -0.4392, -2.8740)
H (-1.2873, -0.7204, 0.0619)
C (0.7348, -1.0674, -1.4441)
H (-3.2709, 0.5375, -0.7599)
C (-0.7527, -1.4097, -1.7701)
H (0.7451, -0.3512, 7.2911)
H (1.1908, -1.9582, -1.0370)
O (3.4275, 0.3897, 0.0729)
H (-1.7485, 1.9568, 0.2689)
N (-1.7492, -0.8931, -0.8250)
H (2.6332, 0.9319, 0.0669)
C (-1.4553, 1.6532, -0.7379)
H (1.8599, 0.2187, 6.4132)
H (-0.9250, -1.0655, -2.7862)

Partial atomic charges computed with the natural (NBO) method, in multiples of e: atom 1 (H): 0.205, atom 2 (H): 0.162, atom 3 (H): 0.221, atom 4 (H): 0.191, atom 5 (H): 0.169, atom 6 (O): -0.938, atom 7 (C): -0.209, atom 8 (H): 0.485, atom 9 (S): -0.750, atom 10 (H): 0.340, atom 11 (C): -0.534, atom 12 (H): 0.161, atom 13 (C): -0.249, atom 14 (H): 0.466, atom 15 (H): 0.181, atom 16 (O): -0.954, atom 17 (H): 0.183, atom 18 (N): -0.632, atom 19 (H): 0.466, atom 20 (C): -0.639, atom 21 (H): 0.472, atom 22 (H): 0.204

(B)
ORCA calculation (the ωB97M-V functional and the def2-TZVPD basis) on 3 unconnected molecules or ions with the total composition C4H14NO2S.

As for the spin multiplicity: 1. The frontier orbital gap comes out at 6.64 eV. The charge is -1.

Atoms and positions in Å:
H (2.4844, 2.4564, 0.1289)
O (0.7856, -1.3232, 2.8404)
H (0.8237, 2.9509, -0.2662)
H (0.9689, -1.1368, -1.9289)
C (1.4422, 2.1196, 0.1094)
H (1.1601, 1.9771, 1.1583)
H (1.0635, -0.7304, 2.1290)
H (-2.0826, 0.4397, -0.4219)
H (-1.2750, 1.3970, 0.7535)
H (1.7204, 0.9853, -1.5182)
H (0.1228, -1.9806, 2.4922)
C (-0.0319, -0.7140, -1.8590)
H (-1.9645, -2.9628, 1.4895)
O (-1.1539, -2.4699, 1.2674)
H (-1.2862, 2.0226, -0.8133)
H (-0.0445, -0.5964, 0.1082)
C (-1.2046, 1.0594, -0.2952)
S (-1.1982, -2.1554, -1.6631)
N (1.3445, 0.8461, -0.5923)
H (-0.3870, -0.2966, -2.8038)
H (-1.3123, -2.1101, 0.2954)
C (0.0245, 0.2222, -0.6101)

Partial atomic charges computed with the natural (NBO) method, in multiples of e: atom 1 (H): 0.185, atom 2 (O): -1.007, atom 3 (H): 0.156, atom 4 (H): 0.194, atom 5 (C): -0.410, atom 6 (H): 0.187, atom 7 (H): 0.469, atom 8 (H): 0.245, atom 9 (H): 0.197, atom 10 (H): 0.349, atom 11 (H): 0.517, atom 12 (C): -0.507, atom 13 (H): 0.457, atom 14 (O): -1.061, atom 15 (H): 0.182, atom 16 (H): 0.192, atom 17 (C): -0.640, atom 18 (S): -0.639, atom 19 (N): -0.631, atom 20 (H): 0.192, atom 21 (H): 0.466, atom 22 (C): -0.093

Most stable structure, least stable structure: (B), (A).

(A)
ORCA calculation (the ωB97M-V functional and the def2-TZVPD basis) on 2 unconnected molecules or ions with the total composition CH7IN3.

As for the spin multiplicity: 1. The frontier orbital gap comes out at 9.95 eV. The charge is +1.

Atoms and positions in Å:
I (-0.2852, -1.3283, 2.1788)
H (1.0269, -1.6997, -0.5569)
N (0.9391, 0.3918, -0.1170)
H (-1.3993, 1.2424, -0.6499)
H (-2.1608, 0.2019, 0.2764)
H (1.9154, 0.5424, 0.0563)
H (1.3807, -0.6066, -1.7056)
H (-0.0796, 1.6289, 1.6376)
N (-1.2162, 0.3859, -0.1547)
N (0.7641, -0.7902, -0.9214)
C (-0.0481, 0.3986, 0.8211)
H (-0.8369, -0.3672, -0.8648)

Partial atomic charges computed with the natural (NBO) method, in multiples of e: atom 1 (I): 0.149, atom 2 (H): 0.391, atom 3 (N): -0.521, atom 4 (H): 0.436, atom 5 (H): 0.446, atom 6 (H): 0.415, atom 7 (H): 0.398, atom 8 (H): 0.312, atom 9 (N): -0.779, atom 10 (N): -0.695, atom 11 (C): -0.026, atom 12 (H): 0.472

(B)
ORCA calculation (the ωB97M-V functional and the def2-TZVPD basis) on 2 unconnected molecules or ions with the total composition CH7IN3.

As for the spin multiplicity: 1. The frontier orbital gap comes out at 9.41 eV. The charge is +1.

Atoms and positions in Å:
H (-1.1297, -1.5891, 0.4311)
N (-0.0729, 1.0010, 0.5820)
H (0.2983, 1.2911, -1.3310)
N (-0.1261, 1.7386, -0.5507)
I (2.6865, -0.0743, -0.0666)
C (0.7201, -0.0087, 0.7379)
H (0.6505, -0.7369, 1.4924)
N (-0.6480, -1.4937, -0.4184)
H (-0.0889, 2.7419, -0.3414)
H (-1.3232, -1.5599, -1.1061)
H (-0.0239, -2.2310, -0.5431)
H (-0.9428, 0.9212, 1.1139)

Partial atomic charges computed with the natural (NBO) method, in multiples of e: atom 1 (H): 0.361, atom 2 (N): -0.328, atom 3 (H): 0.406, atom 4 (N): -0.634, atom 5 (I): 0.312, atom 6 (C): 0.069, atom 7 (H): 0.228, atom 8 (N): -1.021, atom 9 (H): 0.416, atom 10 (H): 0.391, atom 11 (H): 0.383, atom 12 (H): 0.415

Most stable structure, least stable structure: (B), (A).

(A)
ORCA calculation (the ωB97M-V functional and the def2-TZVPD basis) on 8 unconnected molecules or ions with the total composition C33H52BN7O.

As for the spin multiplicity: 1. The frontier orbital gap comes out at 2.62 eV.

Atoms and positions in Å:
N (10.6075, -39.2577, 20.3467)
C (3.2428, -39.2242, 17.3202)
H (9.8468, -40.8890, 15.5241)
C (4.9589, -39.0645, 19.0063)
H (10.8949, -36.9459, 13.3670)
C (6.0203, -45.0491, 16.4808)
C (8.5808, -35.2930, 18.8912)
H (7.9067, -44.0419, 13.9000)
H (14.2834, -40.4219, 14.6075)
H (8.3579, -42.6891, 16.2613)
H (8.1540, -34.4774, 19.2908)
O (12.6944, -38.3820, 13.9297)
B (10.0416, -40.7509, 16.7466)
H (12.2733, -42.6586, 12.4536)
H (15.2448, -34.3382, 18.2216)
C (13.3940, -40.9359, 14.4210)
C (6.9721, -44.0632, 17.0874)
H (3.0852, -38.0644, 19.3447)
H (4.7620, -40.3143, 16.0227)
H (2.5575, -39.2069, 16.6668)
H (15.3560, -42.4920, 17.2421)
C (10.7229, -41.1036, 11.3824)
C (11.6837, -41.5812, 12.6191)
C (10.5607, -40.3170, 21.2532)
C (13.5349, -43.7528, 17.3877)
H (10.7458, -36.6857, 16.5245)
H (10.4975, -39.2123, 19.3133)
H (7.1226, -36.9731, 18.7063)
H (12.4067, -43.3502, 17.2466)
H (10.6850, -37.2050, 20.2997)
H (14.6907, -46.9261, 17.6020)
H (9.0038, -40.2554, 16.9547)
C (13.3108, -35.7468, 17.6893)
C (15.6641, -44.7765, 17.2261)
C (13.8950, -40.4252, 11.9616)
N (14.2968, -37.4644, 19.0519)
H (10.9661, -41.9202, 13.3879)
C (5.4487, -39.9557, 17.8943)
H (9.9272, -38.2953, 14.0181)
H (12.3287, -37.2548, 11.4272)
C (10.0219, -36.2905, 17.2307)
H (5.8682, -45.7954, 14.1622)
C (6.4201, -45.1577, 15.0224)
H (10.8180, -40.1685, 23.5424)
H (9.4549, -37.2683, 12.6679)
N (7.7341, -43.5193, 16.0340)
H (9.8091, -41.8361, 11.2852)
C (14.7393, -35.3027, 18.1866)
C (10.8021, -39.6742, 22.6598)
N (13.3824, -45.1702, 17.4537)
C (10.8490, -38.2284, 22.5228)
H (10.9531, -37.2033, 10.6567)
C (10.9900, -38.5898, 12.3429)
H (14.2530, -41.3755, 11.8151)
C (14.6169, -45.8343, 17.4579)
H (12.6846, -41.0312, 15.2704)
C (10.6567, -38.0305, 20.9409)
H (10.3778, -34.1754, 17.9666)
H (11.1002, -40.0461, 16.8926)
H (13.7105, -41.9025, 14.2154)
N (4.4930, -39.9236, 16.9431)
H (10.2212, -41.3560, 21.0345)
H (12.6220, -45.8541, 17.5061)
H (10.9068, -37.5296, 23.3070)
N (8.9038, -37.1752, 17.4532)
H (12.2289, -37.7496, 18.2771)
H (16.7185, -44.9524, 17.3366)
H (14.4818, -38.1873, 19.5941)
H (9.5702, -39.5287, 11.0981)
H (13.3847, -40.4319, 10.9377)
C (11.6306, -37.9737, 11.1061)
H (9.9932, -41.8614, 17.3842)
C (10.0324, -39.8114, 12.0194)
C (8.0951, -36.6301, 18.4991)
C (3.6199, -38.6578, 18.6960)
N (12.1123, -39.2348, 13.1776)
H (9.1944, -39.8752, 12.6721)
C (15.3306, -36.5139, 18.8658)
C (14.9070, -43.3952, 17.2279)
H (6.4348, -40.3872, 18.0010)
H (8.5984, -38.1177, 16.9940)
C (7.4727, -44.1049, 14.7545)
C (13.1595, -37.1339, 18.3791)
H (7.1816, -43.6547, 18.0745)
C (10.1542, -37.7749, 13.2087)
H (5.1020, -45.6221, 16.9744)
H (14.7866, -39.7058, 12.1239)
H (5.4009, -38.7994, 19.9497)
H (12.5602, -35.3400, 17.1172)
H (12.2125, -38.7276, 10.5369)
C (12.7398, -40.5129, 12.9801)
H (16.2945, -36.6922, 19.3333)
H (11.3580, -41.0167, 10.5702)
C (9.9430, -35.0671, 18.0756)

Partial atomic charges computed with the Löwdin method, in multiples of e: atom 1 (N): -0.039, atom 2 (C): 0.000, atom 3 (H): -0.076, atom 4 (C): -0.109, atom 5 (H): 0.125, atom 6 (C): -0.117, atom 7 (C): -0.028, atom 8 (H): -0.001, atom 9 (H): 0.065, atom 10 (H): 0.092, atom 11 (H): 0.017, atom 12 (O): 0.198, atom 13 (B): -0.477, atom 14 (H): 0.181, atom 15 (H): 0.054, atom 16 (C): 0.030, atom 17 (C): -0.121, atom 18 (H): 0.041, atom 19 (H): 0.152, atom 20 (H): -0.007, atom 21 (H): 0.023, atom 22 (C): -0.101, atom 23 (C): -0.116, atom 24 (C): -0.094, atom 25 (C): -0.132, atom 26 (H): 0.070, atom 27 (H): 0.123, atom 28 (H): 0.058, atom 29 (H): 0.143, atom 30 (H): 0.048, atom 31 (H): 0.096, atom 32 (H): -0.116, atom 33 (C): -0.028, atom 34 (C): -0.056, atom 35 (C): 0.006, atom 36 (N): -0.007, atom 37 (H): 0.104, atom 38 (C): -0.125, atom 39 (H): 0.056, atom 40 (H): 0.072, atom 41 (C): -0.143, atom 42 (H): 0.110, atom 43 (C): -0.115, atom 44 (H): 0.019, atom 45 (H): 0.090, atom 46 (N): -0.029, atom 47 (H): 0.152, atom 48 (C): -0.058, atom 49 (C): -0.093, atom 50 (N): -0.058, atom 51 (C): -0.043, atom 52 (H): 0.131, atom 53 (C): -0.448, atom 54 (H): 0.055, atom 55 (C): -0.123, atom 56 (H): 0.085, atom 57 (C): -0.092, atom 58 (H): 0.014, atom 59 (H): -0.039, atom 60 (H): 0.055, atom 61 (N): -0.035, atom 62 (H): 0.090, atom 63 (H): 0.142, atom 64 (H): 0.039, atom 65 (N): -0.010, atom 66 (H): 0.080, atom 67 (H): 0.046, atom 68 (H): 0.077, atom 69 (H): 0.103, atom 70 (H): 0.097, atom 71 (C): 0.021, atom 72 (H): -0.038, atom 73 (C): -0.104, atom 74 (C): -0.113, atom 75 (C): -0.074, atom 76 (N): 0.068, atom 77 (H): 0.114, atom 78 (C): -0.105, atom 79 (C): -0.071, atom 80 (H): 0.089, atom 81 (H): 0.146, atom 82 (C): -0.095, atom 83 (C): -0.109, atom 84 (H): 0.092, atom 85 (C): -0.007, atom 86 (H): 0.106, atom 87 (H): 0.146, atom 88 (H): 0.072, atom 89 (H): -0.003, atom 90 (H): 0.092, atom 91 (C): -0.443, atom 92 (H): 0.084, atom 93 (H): 0.056, atom 94 (C): -0.026

(B)
ORCA calculation (the ωB97M-V functional and the def2-TZVPD basis) on 8 unconnected molecules or ions with the total composition C33H52BN7O.

As for the spin multiplicity: 1. The frontier orbital gap comes out at 2.98 eV.

Atoms and positions in Å:
H (-0.2539, -2.9249, 2.4783)
H (0.2271, -0.6759, -1.4397)
H (-1.9089, -2.4329, -1.3927)
C (-3.6259, -0.6239, -1.3577)
H (-2.6999, -4.7079, 2.1803)
H (0.0701, -1.2629, -3.9597)
H (2.7091, -0.8549, -1.7597)
C (0.1891, -2.0899, -6.1247)
N (4.3351, -3.4279, 2.5493)
H (-5.2079, 2.7181, 0.2833)
H (-1.5909, -0.3919, -1.8577)
N (-0.9569, -2.3389, 0.5353)
H (-0.8709, -2.3609, -6.4127)
C (-1.5929, 3.5501, 2.5973)
C (2.4701, 1.5721, 2.7913)
C (-1.3369, 2.4701, 3.7283)
N (1.9931, -1.5319, -4.5977)
C (4.7101, -4.7529, 2.8233)
C (5.5881, -1.6329, -3.6607)
H (6.0231, -3.6169, -2.6357)
H (-1.5829, 2.5091, -0.6077)
C (-2.9269, 0.3431, -3.3907)
C (5.3991, -2.7509, -2.7227)
H (0.3501, 3.8621, 1.9763)
C (-1.8509, 4.9821, 3.2973)
H (2.7361, 2.7621, 4.8823)
C (-2.1269, -4.0859, 1.4633)
H (-4.8069, 4.8681, 1.0413)
H (-4.3389, 4.8951, -0.4937)
C (2.3511, -4.7229, 2.0843)
H (1.2241, -5.0429, 1.8463)
H (-6.0789, -0.5279, -1.7917)
C (2.7491, -1.9649, -5.6787)
N (-2.5949, -0.1059, -2.1097)
N (-2.9079, 3.1731, 2.0373)
H (-3.6529, -0.9309, -0.3337)
H (-4.8639, 0.8741, -4.2787)
H (-1.9149, 5.7631, 2.4903)
H (-0.4599, -1.3779, 0.4613)
C (-4.4119, 0.4771, -3.4747)
H (1.4511, 0.5631, 6.0263)
H (-2.0819, 0.8351, -4.0457)
H (-0.3819, 2.7551, 4.1263)
H (-4.2449, 2.4371, -1.1717)
H (-1.1669, 1.4161, 3.2703)
H (-3.9269, 1.4811, 0.4603)
H (0.8441, -1.4069, 3.8383)
H (1.3661, -1.2859, 0.1183)
H (3.7451, -3.0179, -0.8817)
H (3.3681, -6.6509, 2.7263)
O (-3.9539, 2.8251, 2.7283)
N (3.6591, -1.3039, -2.2127)
C (4.3441, -0.6559, -3.3557)
C (3.4511, -5.5549, 2.5693)
H (1.7861, -0.2059, 1.6693)
C (-1.7919, -2.7869, -0.5177)
H (6.4441, -1.4879, -4.4447)
H (-0.0429, -0.1239, 0.5673)
H (2.5271, -2.3819, 1.7703)
H (1.8201, -2.5669, -7.8517)
C (-1.9579, 3.4741, -0.3717)
H (-2.2359, 3.9011, -1.4217)
N (1.9151, 0.3221, 2.6093)
C (1.3461, -0.3029, 3.7993)
C (-3.1129, 3.4381, 0.5183)
C (-4.9429, -0.0959, -2.1817)
C (1.7111, -2.1979, -6.8237)
H (-2.8229, 4.8321, 3.8883)
H (3.9361, -2.0599, -5.7467)
H (-3.4869, -4.3989, -0.3077)
B (0.7251, -0.3669, -0.3327)
H (4.0521, 0.2241, -3.9157)
C (0.6411, -1.5079, -4.7397)
C (2.9561, -3.3629, 2.0943)
C (-0.7899, 4.3191, 0.3393)
H (2.4251, -1.2939, -3.6707)
C (-4.1699, 2.4031, 0.1103)
H (-0.1009, 2.4821, 1.1993)
H (-0.9879, 5.3221, 3.9143)
H (-2.0409, 2.4541, 4.5483)
H (2.8201, 2.1251, 1.9953)
H (0.0351, 4.4221, -0.5377)
C (1.6711, 0.7051, 4.8693)
C (4.1581, -2.5669, -1.8617)
C (-2.6019, -3.9239, 0.0763)
C (-0.4709, 3.5531, 1.5843)
H (1.5631, 0.5881, -0.4307)
C (2.4131, 1.9111, 4.2203)
H (-3.3689, 5.6201, 1.0123)
H (4.9791, -2.7209, 2.6953)
H (5.8181, -4.9399, 3.2653)
H (-0.9559, 5.3971, 0.5143)
C (-3.9229, 4.8541, 0.6203)
C (-0.9709, -3.1729, 1.6163)

Partial atomic charges computed with the Löwdin method, in multiples of e: atom 1 (H): 0.096, atom 2 (H): -0.002, atom 3 (H): -0.004, atom 4 (C): -0.113, atom 5 (H): 0.075, atom 6 (H): 0.012, atom 7 (H): 0.146, atom 8 (C): -0.018, atom 9 (N): -0.028, atom 10 (H): 0.088, atom 11 (H): 0.101, atom 12 (N): -0.044, atom 13 (H): 0.057, atom 14 (C): -0.406, atom 15 (C): -0.150, atom 16 (C): 0.004, atom 17 (N): -0.075, atom 18 (C): -0.115, atom 19 (C): -0.087, atom 20 (H): 0.055, atom 21 (H): 0.103, atom 22 (C): -0.126, atom 23 (C): -0.116, atom 24 (H): 0.055, atom 25 (C): 0.032, atom 26 (H): 0.080, atom 27 (C): -0.107, atom 28 (H): 0.023, atom 29 (H): 0.160, atom 30 (C): -0.097, atom 31 (H): 0.122, atom 32 (H): 0.131, atom 33 (C): -0.122, atom 34 (N): -0.062, atom 35 (N): 0.041, atom 36 (H): 0.079, atom 37 (H): 0.017, atom 38 (H): 0.076, atom 39 (H): 0.000, atom 40 (C): -0.103, atom 41 (H): 0.102, atom 42 (H): 0.132, atom 43 (H): 0.061, atom 44 (H): 0.175, atom 45 (H): 0.126, atom 46 (H): 0.033, atom 47 (H): 0.129, atom 48 (H): -0.024, atom 49 (H): 0.117, atom 50 (H): 0.073, atom 51 (O): 0.161, atom 52 (N): -0.091, atom 53 (C): -0.101, atom 54 (C): -0.134, atom 55 (H): 0.080, atom 56 (C): -0.094, atom 57 (H): 0.104, atom 58 (H): -0.017, atom 59 (H): 0.062, atom 60 (H): 0.033, atom 61 (C): -0.127, atom 62 (H): 0.172, atom 63 (N): -0.039, atom 64 (C): -0.101, atom 65 (C): -0.413, atom 66 (C): -0.078, atom 67 (C): -0.053, atom 68 (H): 0.117, atom 69 (H): 0.120, atom 70 (H): 0.062, atom 71 (B): -0.441, atom 72 (H): 0.082, atom 73 (C): -0.137, atom 74 (C): -0.121, atom 75 (C): -0.147, atom 76 (H): 0.084, atom 77 (C): -0.025, atom 78 (H): 0.174, atom 79 (H): 0.108, atom 80 (H): 0.082, atom 81 (H): 0.070, atom 82 (H): 0.170, atom 83 (C): -0.123, atom 84 (C): -0.089, atom 85 (C): -0.069, atom 86 (C): -0.152, atom 87 (H): 0.003, atom 88 (C): -0.098, atom 89 (H): 0.036, atom 90 (H): 0.096, atom 91 (H): 0.138, atom 92 (H): 0.102, atom 93 (C): 0.049, atom 94 (C): -0.153

Most stable structure, least stable structure: (A), (B).